(1)
# C5H10N3O2

2 unconnected molecules or ions with the total composition C5H10N3O2 at a distorted geometry (wB97M-V/def2-TZVPD, the Open Molecules 2025 dataset).

Properties
E_LUMO (alpha / beta) ... -0.1546 / -0.1546 Eh
HOMO energy (alpha / beta) ... -11.5174 / -11.5171 eV
Kohn-Sham gap (alpha / beta) ... 7.31 / 7.31 eV

ORCA input file:
```
! RIJCOSX wB97M-V def2-TZVPD def2/J DEFGRID3
* xyz 1 1
C 2.870 -1.798 2.607
C 1.495 -0.153 -1.072
C -0.469 -0.130 0.327
C -2.649 0.316 -0.403
C -0.845 1.637 -1.448
N 3.312 -2.868 2.886
N 0.904 -0.299 -0.002
N -1.252 0.323 -0.838
O 2.246 -0.883 2.294
O 1.784 -0.148 -2.204
H -0.781 0.601 1.087
H -2.597 0.781 0.493
H -3.205 0.869 -1.155
H -3.088 -0.575 -0.258
H -1.729 1.925 -2.006
H -0.638 2.367 -0.666
H 0.039 1.627 -2.114
H 4.164 -3.042 3.251
H 1.512 -0.261 0.881
H -1.073 -0.291 -1.662
*
```

---

(2)
# C5H10N4

C5H10N4 in the gas phase at a distorted geometry (wB97M-V/def2-TZVPD, the Open Molecules 2025 dataset).

Properties
E_LUMO ... 0.0383 Eh
SMILES ... C=C/C(=N/N)N(C)N=C
HOMO energy ... -8.3126 eV
Kohn-Sham gap ... 9.36 eV

ORCA input file:
```
! RIJCOSX wB97M-V def2-TZVPD def2/J DEFGRID3
* xyz 0 1
C -0.071 -1.790 -1.860
C -0.819 -0.720 -1.573
C -0.595 0.103 -0.377
N -1.034 1.312 -0.457
N -0.740 2.198 0.471
N 0.105 -0.282 0.795
C -0.416 -1.406 1.535
N 1.470 -0.107 0.932
C 2.126 0.658 0.124
H 0.620 -2.137 -1.146
H -0.237 -2.391 -2.742
H -1.583 -0.217 -2.183
H -1.445 2.962 0.555
H -0.400 1.829 1.393
H -1.535 -1.440 1.301
H -0.282 -1.332 2.630
H 0.079 -2.335 1.223
H 1.657 1.199 -0.706
H 3.176 0.937 0.395
*
```

---

Quick rundown of electronic energy, same order as above: -13901.4759; -11304.1958 eV
Quick rundown of relative energy (zero: lowest compared OMol25 entry of this formula, charge and spin), same order as above: 451.7; 355.3 kJ/mol
Quick rundown of molar mass, same order as above: 144.154; 126.163 g/mol